No. 1
This record from OMol25 describes a molecular structure, C29H27MoN5O5S3. The level of theory is ωB97M-V/def2-TZVPD.

The calculation puts the energy at -82550.004 eV. Its HOMO-LUMO gap (spin up / spin down) is 6.56 / 6.62 eV. As for the net charge: +2.

Cartesian coordinates (Å):
Mo  0.28102  0.18316  0.01767
C  3.70910  -1.14233  1.32625
C  2.75169  -0.32689  2.11490
N  1.59193  0.17875  1.70544
C  1.02095  0.82106  2.78286
C  1.85222  0.73279  3.85021
N  2.92076  -0.00476  3.40823
C  1.83904  1.21703  5.26431
O  0.80179  1.93101  5.64656
O  2.75257  0.90206  5.97572
C  -0.27907  1.47287  2.56608
O  -0.87354  2.07328  3.42580
O  -0.65799  1.40212  1.29431
H  3.24692  -1.47128  0.39842
H  4.01191  -2.02278  1.89222
H  4.60469  -0.56627  1.08978
H  3.69863  -0.24177  4.01276
H  0.15024  2.08810  4.92292
O  -0.46052  -1.36815  1.03012
N  -1.03109  -2.46969  0.51926
C  -1.56401  -3.36086  1.38304
C  -2.14991  -4.49254  0.88836
C  -2.18259  -4.69727  -0.49477
C  -1.63094  -3.76607  -1.34471
C  -1.04002  -2.62075  -0.81237
S  -0.30130  -1.33410  -1.69525
H  -1.48668  -3.09221  2.42549
H  -2.58118  -5.20488  1.57563
H  -2.64550  -5.58727  -0.89820
H  -1.64472  -3.89487  -2.41701
S  2.23123  0.82714  -1.17383
C  1.59888  1.32780  -2.69641
N  2.18531  1.11286  -3.82931
C  1.61771  1.65093  -5.08225
C  0.99472  2.98984  -4.80528
N  0.02277  2.85228  -3.70988
C  -1.21587  3.66308  -3.83343
C  -2.00400  3.21786  -5.03642
C  -2.20616  4.08132  -6.10533
C  -2.92840  3.65834  -7.21413
C  -3.44165  2.37179  -7.25605
C  -3.24243  1.50549  -6.18711
C  -2.52798  1.92766  -5.07845
C  0.28260  2.08235  -2.69137
S  -0.71748  1.93386  -1.33035
C  3.45638  0.35752  -3.98236
C  4.56957  1.29385  -4.37252
C  4.96685  2.30640  -3.50174
C  5.98142  3.17541  -3.86684
C  6.60771  3.03304  -5.09970
C  6.21956  2.02269  -5.96533
C  5.19715  1.15493  -5.60409
H  0.88920  0.93186  -5.46440
H  2.43830  1.74732  -5.78976
H  0.45379  3.34281  -5.68030
H  1.74442  3.73282  -4.52177
H  -0.89953  4.70376  -3.92280
H  -1.77806  3.55514  -2.90941
H  -1.81438  5.09164  -6.06917
H  -3.09291  4.33658  -8.04026
H  -4.00730  2.04389  -8.11767
H  -3.65924  0.50763  -6.21522
H  -2.39652  1.25870  -4.23315
H  3.27234  -0.38180  -4.76332
H  3.64539  -0.16156  -3.04658
H  4.49540  2.41040  -2.52954
H  6.29371  3.95774  -3.18828
H  7.40433  3.70854  -5.38051
H  6.71230  1.90607  -6.92094
H  4.90079  0.36005  -6.27945

Just the Mulliken charges please, in e? Sure, here they are:
1. Mo -0.0014
2. C -1.4197
3. C 0.2630
4. N 0.2277
5. C 0.1002
6. C 0.0852
7. N -0.0050
8. C 0.5047
9. O -0.4962
10. O -0.5477
11. C 0.6526
12. O -0.7266
13. O -0.5377
14. H 0.2693
15. H 0.4451
16. H 0.3287
17. H 0.2623
18. H 0.4241
19. O -0.5717
20. N 0.5417
21. C -0.2044
22. C -0.7457
23. C -0.2066
24. C -0.9181
25. C 0.8961
26. S -0.3200
27. H 0.4730
28. H 0.4417
29. H 0.4195
30. H 0.4703
31. S -0.0368
32. C 0.4251
33. N 0.2578
34. C -0.6527
35. C -0.7065
36. N 0.1545
37. C -1.2141
38. C 0.5422
39. C -0.3001
40. C -0.6224
41. C -0.4489
42. C -0.7285
43. C -0.2096
44. C 0.7693
45. S 0.0536
46. C -1.4314
47. C 0.7830
48. C -0.1448
49. C -0.7915
50. C -0.4498
51. C -0.6374
52. C -0.3350
53. H 0.3285
54. H 0.4781
55. H 0.4886
56. H 0.3165
57. H 0.4087
58. H 0.4779
59. H 0.4050
60. H 0.4083
61. H 0.4037
62. H 0.4188
63. H 0.4748
64. H 0.4272
65. H 0.5590
66. H 0.3659
67. H 0.4322
68. H 0.4115
69. H 0.4074
70. H 0.4077

***

No. 2
This record from OMol25 describes a single C4H3NO2S molecule. The level of theory is ωB97M-V/def2-TZVPD.

The value obtained for the relative energy (zero: lowest compared OMol25 entry of this formula, charge and spin) is 400.3 kJ/mol. The calculation puts the energy at -20612.906 eV. Its HOMO-LUMO gap is 8.39 eV. Its structure (SMILES) is O=C1ON=C[C@@H]1C=S.

Cartesian coordinates (Å):
C  -1.50510  0.58031  0.19473
C  -0.03696  0.01180  0.35294
C  0.40192  -1.29722  0.07069
C  1.00131  0.82240  -0.37094
H  -1.54707  1.63076  0.80040
H  0.29039  0.14424  1.45032
H  -0.23855  -2.13836  0.52559
N  1.51222  -1.50468  -0.58274
O  1.80576  -0.14571  -1.04548
O  0.94897  2.06946  -0.56353
S  -2.63290  -0.17300  -0.83198

Just the Mulliken charges please, in e? Sure, here they are:
1. C -0.2918
2. C 0.4967
3. C -0.2414
4. C 0.4291
5. H 0.2787
6. H 0.2310
7. H 0.3248
8. N -0.2991
9. O -0.2342
10. O -0.5537
11. S -0.1400

***

No. 3
This record from OMol25 describes a single O2 molecule. The level of theory is ωB97M-V/def2-TZVPD.

The value obtained for the relative energy (zero: lowest compared OMol25 entry of this formula, charge and spin) is 126.0 kJ/mol. The calculation puts the energy at -4088.474 eV. Its HOMO-LUMO gap is 7.74 eV. Its structure (SMILES) is O=O.

Cartesian coordinates (Å):
O  0.03862  0.56983  0.41984
O  -0.03862  -0.56983  -0.41984

Just the Mulliken charges please, in e? Sure, here they are:
1. O 0.0000
2. O 0.0000

***

No. 4
This record from OMol25 describes a molecular structure, C43H36ClCuGeN2OSe. The level of theory is ωB97M-V/def2-TZVPD.

Its multiplicity is 2. The value obtained for the relative energy (zero: lowest compared OMol25 entry of this formula, charge and spin) is 167.0 kJ/mol. The calculation puts the energy at -229229.286 eV. The expectation value of S² is 0.7597. Its HOMO-LUMO gap (spin up / spin down) is 4.84 / 4.99 eV. As for the net charge: -1.

Cartesian coordinates (Å):
Cu  -0.12120  -0.09819  -0.49269
Cl  -6.85727  -1.22168  1.48481
C  -5.30720  -0.75499  0.85063
C  -5.26406  0.11279  -0.23834
C  -4.04300  0.48933  -0.73610
C  -2.82226  -0.01019  -0.22313
O  -1.75975  0.40247  -0.82997
C  -2.88881  -0.87301  0.92012
C  -1.73671  -1.29506  1.64141
N  -0.52989  -1.07642  1.20755
C  0.66158  -1.24279  1.84323
C  0.88376  -1.63979  3.16908
C  2.16732  -1.68055  3.68345
C  3.26431  -1.35929  2.90882
C  3.09937  -0.97854  1.56769
C  4.16713  -0.63612  0.71188
C  3.89727  -0.23968  -0.58442
C  2.58382  -0.18313  -1.01623
N  1.56041  -0.48843  -0.22083
C  1.78216  -0.89309  1.04233
C  -4.15558  -1.21435  1.43410
H  -6.18124  0.48812  -0.67006
H  -3.96803  1.16869  -1.57347
H  -1.90450  -1.77137  2.61056
H  0.05080  -1.87492  3.81245
H  2.31925  -1.95533  4.71902
H  4.25757  -1.36133  3.33401
H  5.18102  -0.69837  1.08202
H  4.69233  0.01840  -1.26890
H  2.32342  0.11127  -2.02098
H  -4.21036  -1.86272  2.29585
C  1.19236  -7.76004  -3.10412
C  0.86308  -6.32209  -2.80878
C  -0.11734  -5.97830  -1.88862
C  -0.49805  -4.65960  -1.68282
C  -1.58169  -4.34295  -0.69498
C  0.12695  -3.64776  -2.42501
Se  -0.60964  -1.84964  -2.38961
C  1.16662  -3.96745  -3.30417
C  1.90630  -2.92604  -4.08769
C  1.51311  -5.29956  -3.48262
H  0.65750  -8.43286  -2.43693
H  2.25975  -7.95502  -3.00412
H  0.91272  -8.00634  -4.12945
H  -0.61173  -6.76493  -1.33043
H  -1.89846  -5.23655  -0.15745
H  -2.44588  -3.91704  -1.20722
H  -1.22596  -3.60588  0.02567
H  1.67083  -1.93619  -3.70522
H  1.61881  -2.97213  -5.13808
H  2.97925  -3.10310  -4.02537
H  2.30408  -5.54310  -4.18195
C  3.35529  5.73337  -0.93562
C  3.49945  4.50124  -1.54916
C  2.59606  3.48645  -1.27878
C  1.54019  3.67955  -0.40140
C  1.40854  4.92182  0.20536
C  2.30727  5.93945  -0.05270
Ge  0.12757  2.29522  0.01610
C  -1.51710  3.36731  -0.35164
C  -2.30143  3.89448  0.66455
C  -3.44994  4.61155  0.38049
C  -3.83716  4.81300  -0.93270
C  -3.06034  4.29959  -1.95869
C  -1.91740  3.57858  -1.66508
C  0.17012  2.27975  2.01881
C  -0.93079  1.77676  2.70513
C  -0.96955  1.75178  4.08588
C  0.10781  2.22972  4.81292
C  1.22520  2.70282  4.14611
C  1.25907  2.71192  2.76261
H  4.05747  6.52941  -1.14529
H  4.31509  4.32881  -2.24010
H  2.70861  2.52589  -1.75967
H  0.58637  5.08713  0.88948
H  2.19075  6.89841  0.43568
H  -2.00554  3.74858  1.69566
H  -4.04508  5.00815  1.19285
H  -4.73813  5.36991  -1.15509
H  -3.35227  4.45462  -2.98936
H  -1.31783  3.16058  -2.46267
H  -1.77594  1.40682  2.13782
H  -1.84610  1.36892  4.59221
H  0.07621  2.23239  5.89414
H  2.07133  3.07238  4.70954
H  2.13796  3.07850  2.24770

Just the Mulliken charges please, in e? Sure, here they are:
1. Cu -1.7691
2. Cl -0.2762
3. C 0.1217
4. C -0.7009
5. C -0.4511
6. C 0.4377
7. O 0.1720
8. C 1.4685
9. C -0.7306
10. N 1.4852
11. C 0.2283
12. C -0.4884
13. C -0.7350
14. C -0.9399
15. C 0.7523
16. C -0.8298
17. C -1.2193
18. C -0.3159
19. N 1.4601
20. C -0.0078
21. C -1.4743
22. H 0.4397
23. H 0.4337
24. H 0.1705
25. H 0.3848
26. H 0.3861
27. H 0.4153
28. H 0.4265
29. H 0.4777
30. H 0.9053
31. H 0.4207
32. C -1.4720
33. C 0.7857
34. C -1.0499
35. C 0.7581
36. C -1.1297
37. C 0.0765
38. Se -0.4208
39. C 0.8172
40. C -1.5639
41. C -0.7606
42. H 0.3324
43. H 0.3358
44. H 0.3025
45. H 0.2257
46. H 0.3609
47. H 0.3652
48. H -0.1130
49. H 0.0980
50. H 0.3025
51. H 0.4126
52. H 0.3702
53. C -0.4149
54. C -0.6700
55. C -0.2615
56. C 0.2669
57. C -0.3969
58. C -0.7280
59. Ge 0.8782
60. C -0.0530
61. C 0.2395
62. C -0.7115
63. C -0.4454
64. C -0.6089
65. C -0.7231
66. C 0.0043
67. C -0.3722
68. C -1.0768
69. C -0.7047
70. C -0.7146
71. C -0.2980
72. H 0.3576
73. H 0.3878
74. H 0.2471
75. H 0.3816
76. H 0.3783
77. H 0.3749
78. H 0.3993
79. H 0.3708
80. H 0.3816
81. H 0.3238
82. H 0.8469
83. H 0.4541
84. H 0.3710
85. H 0.4071
86. H 0.4274

***

No. 5
This record from OMol25 describes a molecular structure, C23H25BF6IrN5O8S4. The level of theory is ωB97M-V/def2-TZVPD.

Its multiplicity is 2. The value obtained for the relative energy (zero: lowest compared OMol25 entry of this formula, charge and spin) is 455.5 kJ/mol. The calculation puts the energy at -111237.322 eV. The expectation value of S² is 1.1569. Its HOMO-LUMO gap (spin up / spin down) is 6.47 / 5.62 eV. As for the net charge: +1.

Cartesian coordinates (Å):
Ir  -1.11801  -1.11312  0.57493
F  -3.60428  2.26777  3.83148
C  -3.50579  2.64188  2.56459
F  -4.60653  2.29489  1.91340
F  -3.33525  3.95102  2.49077
S  -2.02587  1.81045  1.84658
O  -2.46592  0.39307  1.69709
O  -0.98329  2.13490  2.74864
N  -1.92505  2.46313  0.40004
S  -1.99555  1.65211  -0.93038
O  -1.12891  0.40863  -1.02230
O  -1.86771  2.50022  -2.06306
C  -3.72233  0.94850  -1.14970
F  -3.85480  0.72230  -2.45636
F  -4.61622  1.83267  -0.75894
F  -3.92632  -0.20347  -0.51849
B  -1.83079  -4.59501  0.23130
N  -2.04835  -3.87297  1.56386
C  -2.47946  -4.39716  2.70312
C  -2.59020  -3.39429  3.66336
C  -2.19085  -2.25071  3.01749
N  -1.86900  -2.55371  1.73471
N  -2.16523  -3.61046  -0.90323
C  -2.77049  -3.92053  -2.03768
C  -2.70914  -2.83323  -2.90623
C  -2.03846  -1.86624  -2.20077
N  -1.71273  -2.34124  -0.96498
H  -2.51518  -5.57745  0.14694
H  -0.66633  -4.92442  0.13321
H  -2.68819  -5.45184  2.76996
H  -2.92740  -3.48935  4.67992
H  -2.11927  -1.23914  3.37429
H  -3.20300  -4.89728  -2.17568
H  -3.10142  -2.76040  -3.90510
H  -1.78565  -0.87137  -2.49872
C  6.38212  -0.35540  4.42308
C  5.06556  -0.14457  3.72933
C  5.00346  0.42066  2.45756
C  3.80431  0.53421  1.77861
C  2.64684  0.07185  2.38776
C  2.67108  -0.45684  3.67897
C  3.87960  -0.55274  4.33867
S  1.14719  -0.00283  1.51802
O  0.08122  -0.55265  2.40749
O  0.85062  1.23387  0.84371
O  1.30020  -1.10025  0.44007
H  7.20837  0.04955  3.84254
H  6.55595  -1.42225  4.57062
H  6.38298  0.11388  5.40750
H  5.91193  0.76916  1.98275
H  3.77466  0.94758  0.78026
H  1.75210  -0.78618  4.14250
H  3.90904  -0.96359  5.34048
C  -0.07559  4.89083  -5.10666
C  0.47832  3.74963  -4.30151
C  0.46454  2.45262  -4.81251
C  0.84360  1.36880  -4.03872
C  1.28813  1.61391  -2.74699
C  1.34787  2.89740  -2.21709
C  0.95415  3.95860  -3.00775
S  1.69136  0.32030  -1.61362
C  1.69405  -1.20758  -2.53622
O  3.09947  0.56085  -1.23900
H  0.09114  4.74950  -6.17342
H  0.35362  5.84270  -4.79938
H  -1.15475  4.94705  -4.94590
H  0.12912  2.27870  -5.82737
H  0.80106  0.37124  -4.45305
H  1.67127  3.05110  -1.19390
H  0.97580  4.96153  -2.60077
H  2.44069  -1.09681  -3.31878
H  0.69453  -1.40453  -2.92052
H  1.97742  -1.96747  -1.81083

Just the Mulliken charges please, in e? Sure, here they are:
1. Ir 2.2139
2. F -0.1837
3. C 0.5191
4. F -0.1779
5. F -0.1829
6. S 0.9898
7. O -0.8879
8. O -0.5768
9. N -0.4870
10. S 0.7871
11. O -0.6746
12. O -0.5966
13. C 0.6564
14. F -0.2014
15. F -0.2068
16. F -0.1977
17. B 0.2332
18. N -0.0639
19. C -0.1194
20. C -1.0918
21. C -0.1571
22. N 0.1098
23. N -0.2133
24. C -0.1713
25. C -1.5995
26. C -0.4276
27. N 0.3789
28. H -0.1088
29. H -0.1260
30. H 0.4496
31. H 0.4433
32. H 0.5097
33. H 0.4464
34. H 0.4947
35. H 1.0482
36. C -1.4557
37. C 0.9576
38. C -1.0023
39. C -0.6283
40. C -0.2402
41. C -0.3755
42. C -0.8461
43. S 2.1998
44. O -0.6778
45. O -0.4824
46. O -0.8089
47. H 0.3551
48. H 0.3360
49. H 0.3622
50. H 0.3384
51. H 0.4474
52. H 0.4227
53. H 0.4140
54. C -1.5097
55. C 0.8274
56. C -0.9000
57. C -0.4486
58. C 0.3566
59. C -0.6831
60. C -0.8410
61. S 2.1187
62. C -1.4567
63. O -0.6947
64. H 0.4035
65. H 0.3958
66. H 0.2939
67. H 0.4021
68. H 0.4005
69. H 0.4473
70. H 0.3937
71. H 0.6380
72. H 0.3331
73. H 0.3788

***

No. 6
This record from OMol25 describes a single C3H6OS molecule. The level of theory is ωB97M-V/def2-TZVPD.

The value obtained for the relative energy (zero: lowest compared OMol25 entry of this formula, charge and spin) is 172.9 kJ/mol. The calculation puts the energy at -16089.198 eV. Its HOMO-LUMO gap is 9.87 eV. Its structure (SMILES) is O[C@H]1C[C@@H]1S.

Cartesian coordinates (Å):
C  -0.30777  -0.42176  1.04115
C  -0.27186  -1.41826  0.00394
C  -0.21442  0.06913  -0.40444
H  -1.96848  -0.64072  2.18722
H  0.58702  -0.18349  1.65909
H  0.69679  -1.85517  -0.15985
H  -1.02077  -2.14870  -0.18269
H  -1.03420  0.60342  -0.90755
H  1.00261  0.51385  -2.25257
O  -1.61721  -0.06476  1.50407
S  1.21493  0.92839  -1.01376

Just the Mulliken charges please, in e? Sure, here they are:
1. C 0.0239
2. C -0.4943
3. C -0.3592
4. H 0.2982
5. H 0.3023
6. H 0.2376
7. H 0.2807
8. H 0.3335
9. H 0.1099
10. O -0.5106
11. S -0.2221